Here is one molecule with the formula C4H7NOS at a distorted geometry from the Open Molecules 2025 dataset. Energies are from ωB97M-V/def2-TZVPD.

Calculated values
orbital gap: 0.3432 Eh
LUMO: 0.45 eV
HOMO energy: -8.9 eV
energy relative to the best compared isomer or geometry (same formula, charge and spin): 2.2937 eV
SMILES string: C=C/C(CO)=N\S

```
! RIJCOSX wB97M-V def2-TZVPD def2/J DEFGRID3
* xyz 0 1
C -0.215 0.095 -1.900
C -0.114 -0.567 -0.755
C 0.317 0.049 0.518
C -0.594 -0.278 1.709
O -2.020 -0.297 1.521
N 1.384 0.743 0.711
S 2.652 1.057 -0.370
H -0.524 -0.367 -2.863
H 0.178 1.126 -1.942
H -0.415 -1.546 -0.787
H -0.370 -1.276 2.093
H -0.348 0.433 2.470
H -2.254 0.511 1.045
H 2.324 0.317 -1.451
*
```